Entry from the Open Molecules 2025 dataset: an isolated molecule of C2H8NOPS at a distorted geometry (ωB97M-V/def2-TZVPD).

Energy relative to the best compared isomer or geometry (same formula, charge and spin)   40.9 kcal per mole
Charge   0
Structure (SMILES)   CS[P@@](C)(N)=O
Largest force on an atom   0.094 Eh/bohr
Kohn-Sham gap   9.9 eV
Lowest unoccupied orbital energy   0.6 eV

Atoms and positions in Å:
H1 -1.84099 -1.14564 -1.24552
C1 1.50888 1.56607 0.08495
O1 0.46940 -0.18860 -1.71857
S1 -1.23764 0.47987 0.64382
H2 0.88381 2.40380 0.05619
H3 1.01517 -2.14092 0.12686
H4 -2.58641 -1.28353 0.41153
N1 1.39257 -1.33958 0.68047
H5 1.14586 -1.07300 1.63267
H6 -3.19913 -0.05166 -0.63660
C2 -2.30064 -0.63565 -0.38756
H7 1.79350 1.50675 1.07525
P1 0.57866 0.12546 -0.29108
H8 2.37697 1.77663 -0.43239

Cartesian forces (eV/Å) of the 6 atoms listed first:
0.06 0.51 0.45
-0.88 -0.39 0.47
-0.18 -0.38 -0.49
-0.08 0.23 -0.58
-1.15 1.29 -0.41
0.08 0.58 1.70

Want to see where the charge sits? The Löwdin charges in e are: H 0.04; C -0.21; O -0.38; S 0.61; H 0.03; H 0.03; H -0.01; N -0.12; H 0.00; H 0.03; C -0.40; H 0.03; P 0.31; H 0.04

***

Entry from the Open Molecules 2025 dataset: an isolated molecule of C12H17NO2 at a distorted geometry (ωB97M-V/def2-TZVPD).

Energy relative to the best compared isomer or geometry (same formula, charge and spin)   150.7 kcal per mole
Charge   0
Structure (SMILES)   C=C(CC)/C(C)=C(\C)C(=C)C(=C)[N+](=O)[O-]
Largest force on an atom   0.102 Eh/bohr
Kohn-Sham gap   8.7 eV
Lowest unoccupied orbital energy   -0.1 eV

Atoms and positions in Å:
H1 -0.82119 1.83960 -0.83322
C1 2.23884 0.16738 -1.48600
H2 -4.39318 0.45955 -1.02699
N1 1.49156 -0.79282 -2.28009
H3 -1.92194 -0.00518 -1.23324
H4 4.17955 0.48793 0.81933
C2 -3.78968 0.47279 -0.13661
H5 -4.27952 0.00414 0.70585
H6 2.84171 0.07441 1.91253
O1 0.65363 -0.40104 -3.06197
H7 3.12058 1.49843 -2.93229
H8 -2.74696 -1.26467 -0.43026
H9 -0.22075 -2.46449 0.39175
C3 -0.07320 1.74193 0.13817
H10 0.89258 2.14360 -0.10981
C4 3.22962 0.05131 0.90831
C5 -2.48251 -0.25313 -0.34372
O2 1.76577 -1.92931 -1.98854
C6 0.58914 -2.02883 0.85829
H11 -3.62693 1.47998 0.12053
C7 -1.57861 -0.14175 0.87075
C8 2.18334 -0.14742 0.06663
C9 -0.19429 0.27969 0.46503
C10 -1.84344 -0.29108 2.14701
C11 2.94336 1.21375 -1.96911
H12 3.51356 1.75444 -1.09091
H13 -0.52334 2.16576 1.00280
H14 -2.81869 -0.48412 2.50668
H15 0.48510 -2.06847 2.02578
H16 1.48294 -2.63150 0.62882
H17 -1.12929 -0.33479 2.93217
C12 0.83222 -0.59607 0.42234

Cartesian forces (eV/Å) of the 6 atoms listed first:
1.81 0.44 2.40
1.77 1.55 1.81
-0.49 -0.22 -0.25
0.10 0.84 0.43
-0.03 0.36 -0.26
1.13 0.15 -0.96

Want to see where the charge sits? The Löwdin charges in e are: H 0.15; C -0.17; H 0.07; N -0.38; H 0.10; H 0.05; C -0.08; H 0.07; H 0.07; O 0.10; H 0.04; H 0.10; H 0.05; C -0.01; H 0.06; C 0.10; C -0.20; O 0.11; C -0.03; H 0.06; C -0.28; C -0.21; C -0.24; C 0.07; C 0.13; H 0.12; H 0.07; H 0.05; H 0.12; H 0.08; H 0.07; C -0.24

***

Entry from the Open Molecules 2025 dataset: a cluster of 11 separate species, C31H55N10O3SSi in total at a distorted geometry (ωB97M-V/def2-TZVPD).

Energy relative to the best compared isomer or geometry (same formula, charge and spin)   158.6 kcal per mole
Charge   +1
Largest force on an atom   0.167 Eh/bohr
Kohn-Sham gap   9.4 eV
Lowest unoccupied orbital energy   -2.8 eV

Atoms and positions in Å:
H1 -5.67477 2.69848 7.28718
H2 -8.31227 0.42065 10.73959
C1 10.07980 -5.76997 -10.52224
C2 13.42682 -6.61278 -5.34267
H3 11.64618 -2.40731 -6.42778
C3 11.14113 -9.09257 -9.82016
H4 -9.16005 6.10459 7.32630
H5 10.61996 -10.04272 -9.97797
H6 -1.84808 7.65359 4.98964
C4 -5.21088 2.74781 1.20252
H7 11.53126 -4.06569 -5.84174
H8 -3.57256 7.92194 3.34521
H9 -4.25122 -1.80903 -0.31015
H10 -7.90925 2.11530 10.47008
H11 0.37023 -3.97976 -1.96125
C5 -0.08090 -3.00253 -2.16347
N1 -6.09387 0.44168 8.42476
C6 12.21231 -7.43584 -5.46861
H12 -7.72885 4.47832 -3.20587
H13 12.26772 -8.33630 -4.84781
H14 -6.83322 0.87962 3.53810
C7 -6.14943 3.48069 6.53240
C8 -6.16917 3.19170 2.49522
C9 -2.77999 6.97968 5.26548
C10 3.78064 -1.59456 -1.14993
C11 11.20130 -4.83577 -10.32770
C12 11.01103 -3.10241 -5.86856
H15 -10.84946 6.22380 6.83786
C13 -6.09096 3.22974 -2.64242
H16 -2.53380 5.86014 4.94258
C14 4.15797 -1.57838 0.27334
H17 -2.55880 -0.99413 -0.64550
H18 -1.70200 0.34367 2.41270
H19 0.43987 -2.57875 -3.02863
H20 -1.66094 1.50209 0.90379
H21 11.48472 -8.74549 -10.80034
H22 -7.95225 3.39529 5.03580
C15 -7.37690 3.88668 -2.35412
H23 12.05125 -7.76412 -6.50088
H24 -2.99247 7.03441 6.41494
H25 10.95804 -2.73468 -4.83835
N2 9.02260 -2.15837 -2.65876
H26 -2.63427 1.97785 2.51387
H27 -4.14146 -0.51668 3.53366
H28 11.96902 -5.25674 -9.66985
H29 -6.84016 4.18248 7.20485
C16 12.25820 -9.23596 -8.87151
C17 -9.87983 5.79707 6.56038
N3 -5.07503 2.71069 -2.87025
H30 6.60055 -2.11624 -4.75925
H31 -8.16027 3.15784 -2.12089
O1 -5.01037 6.47369 3.97281
C18 -4.99353 4.47210 5.89967
C19 6.79088 -1.48160 -3.88731
H32 10.86999 -3.89430 -9.87695
C20 8.03759 -1.85968 -3.20095
Si1 -3.98872 0.33025 1.14775
H33 -1.11804 -3.18153 -2.46607
H34 10.39794 -8.37134 -9.46396
H35 -4.27026 3.92533 5.15445
C21 -3.69111 -0.77482 -0.44851
H36 -4.14348 3.16824 1.40223
H37 6.82234 -0.44589 -4.24185
H38 -4.14008 -0.25122 -1.42122
N4 13.14075 -9.34917 -8.12204
N5 14.38632 -5.96247 -5.24323
H39 -5.72296 -1.00476 2.51510
C22 9.67350 -3.22307 -6.47253
O2 -6.78495 6.28797 5.61717
S1 -6.08072 2.02170 3.94992
H40 4.15931 -0.56153 0.67993
C23 -2.35550 1.09758 1.75711
N6 0.06101 -1.41192 -0.06639
H41 5.92219 -1.57094 -3.22648
H42 -4.54058 8.45002 4.88407
H43 3.46545 -2.16921 0.88220
C24 -4.04261 7.51699 4.36260
N7 -9.99935 3.17365 6.33379
C25 -4.55391 -0.95007 2.52625
H44 -4.38169 4.89516 6.83268
H45 11.31691 -6.88545 -5.16085
N8 3.48253 -1.60742 -2.27439
H46 -4.14936 -2.04735 2.28645
H47 -9.03125 1.29325 9.38733
H48 -5.76626 4.26115 2.81283
O3 -5.32692 1.35740 0.81017
H49 -9.57488 6.27075 5.62122
H50 -7.28920 3.36123 2.15137
N9 8.61675 -3.31844 -6.94963
H51 -7.57925 1.78350 5.94470
H52 -5.64311 3.39492 0.29526
C26 -5.60914 5.80724 5.13985
H53 5.16003 -1.99104 0.43098
H54 -7.30143 4.56544 -1.49803
C27 -6.98297 0.76110 9.10366
C28 -7.06591 2.70703 5.41223
N10 9.19381 -6.50809 -10.67596
H55 11.68922 -4.58630 -11.27584
C29 -9.94657 4.33151 6.43383
C30 -0.00160 -2.11392 -0.99197
C31 -8.10839 1.16532 9.96295

Cartesian forces (eV/Å) of the 6 atoms listed first:
-0.76 1.59 -1.92
0.23 0.01 -0.24
-1.02 -0.72 -0.18
1.05 0.67 0.09
-0.28 -0.11 -0.04
-0.16 -0.02 -0.08

Results of the Löwdin charge analysis, in e, for atoms 1 through 99: H 0.10; H 0.09; C -0.26; C -0.28; H 0.08; C -0.08; H 0.08; H 0.09; H 0.10; C -0.26; H 0.06; H 0.14; H 0.05; H 0.08; H 0.09; C -0.07; N 0.12; C -0.08; H 0.09; H 0.09; H 0.06; C -0.21; C -0.33; C -0.10; C -0.26; C -0.07; C -0.07; H 0.09; C -0.27; H 0.09; C -0.07; H 0.01; H 0.08; H 0.08; H 0.06; H 0.08; H 0.09; C -0.08; H 0.04; H 0.08; H 0.07; N 0.11; H 0.04; H 0.03; H 0.08; H 0.13; C -0.26; C -0.07; N 0.13; H 0.08; H 0.08; O -0.13; C -0.11; C -0.07; H 0.08; C -0.27; Si 0.45; H 0.08; H 0.05; H 0.11; C -0.19; H 0.12; H 0.08; H 0.05; N 0.13; N 0.12; H 0.03; C -0.27; O -0.02; S 1.03; H 0.08; C -0.21; N 0.12; H 0.04; H 0.14; H 0.08; C -0.22; N 0.13; C -0.22; H 0.15; H 0.07; N 0.13; H 0.07; H 0.08; H 0.11; O -0.27; H 0.08; H 0.13; N 0.12; H 0.11; H 0.14; C -0.24; H 0.08; H 0.07; C -0.26; C -0.38; N 0.13; H 0.08; C -0.25

***

Entry from the Open Molecules 2025 dataset: a structure of composition C20H20F5N4ORuS2Se (ωB97M-V/def2-TZVPD).

Energy relative to the best compared isomer or geometry (same formula, charge and spin)   0.0 kcal per mole
Charge   0
⟨S²⟩   0.774
Spin multiplicity   2
Largest force on an atom   0.009 Eh/bohr
Kohn-Sham gap (spin up / spin down)   5.6 / 5.7 eV
Lowest unoccupied orbital energy (spin up / spin down)   -0.8 / -0.8 eV

Atoms and positions in Å:
H1 4.64232 -0.66824 -2.45893
F1 0.63883 0.44666 5.18620
H2 -1.05987 2.94138 1.90003
F2 0.14767 0.32030 2.59044
C1 2.46258 0.20547 2.03371
C2 -4.18328 -4.97966 0.01666
C3 -2.11057 -2.22538 -1.53008
F3 5.26422 0.22863 4.38077
H3 -2.55754 -3.85019 1.86278
C4 -1.54414 -2.38093 0.67839
C5 -2.43005 0.88655 0.54848
H4 -2.38710 0.87412 1.64193
N1 -1.37171 -1.78577 -0.51069
C6 4.00710 0.25057 3.92629
C7 1.66776 0.36151 4.33434
S1 -4.75423 -5.42254 1.49253
C8 1.79086 0.96098 -2.99866
C9 -3.02848 -3.25471 -1.40946
C10 0.48688 3.06054 -3.12600
C11 3.61466 -0.70819 -2.80957
H5 3.12930 3.89121 -2.62325
H6 3.57269 -1.15157 -3.80306
H7 -3.08291 1.70930 0.25035
H8 3.02742 -1.30577 -2.11725
N2 -4.60389 -5.59318 -1.10742
H9 -1.96546 -1.71767 -2.47440
H10 -2.88992 -0.03698 0.21761
C12 -1.11658 3.30388 0.87170
H11 -0.92872 -2.00190 1.48381
C13 3.75298 0.18679 2.57012
F4 3.19089 0.40184 6.13519
Ru1 0.11918 -0.20643 -0.64217
N3 3.09129 0.64709 -2.83972
H12 -0.48590 4.18433 0.77344
O1 -0.59347 2.34434 -0.03924
H13 0.19204 3.07880 -4.17436
F5 4.81138 0.10557 1.75483
C14 -2.44609 -3.40545 0.88432
H14 -0.29448 2.59787 -2.53040
Se1 0.37035 -0.22638 -3.22837
C15 -1.04234 1.04566 -0.02507
C16 1.43498 0.29680 2.97202
C17 2.96822 2.83364 -2.72565
H15 -2.14656 3.57945 0.63856
H16 0.65811 4.07336 -2.77018
H17 -4.07714 -5.52375 -1.96203
C18 2.95860 0.33911 4.82150
C19 -3.21210 -3.87350 -0.17696
H18 -3.61406 -3.51709 -2.28000
N4 1.71521 2.30419 -2.96082
H19 -5.20185 -6.39481 -0.99418
C20 3.82625 1.79858 -2.64650
S2 2.27640 0.13069 0.29310
H20 4.88258 1.77168 -2.45090

Cartesian forces (eV/Å) of the 6 atoms listed first:
0.00 0.01 -0.01
0.01 0.00 0.00
-0.01 0.00 0.00
0.01 0.00 0.02
-0.04 0.03 0.12
-0.29 -0.29 0.13

Want to see where the charge sits? The Löwdin charges in e are: H 0.10; F 0.11; H 0.09; F 0.06; C -0.52; C -0.83; C -0.13; F 0.12; H 0.09; C -0.10; C -0.08; H 0.08; N -0.09; C -0.15; C -0.15; S 0.69; C -0.73; C 0.00; C -0.03; C -0.06; H 0.12; H 0.09; H 0.07; H 0.04; N 0.08; H 0.07; H 0.05; C -0.09; H 0.11; C -0.26; F 0.12; Ru 0.61; N -0.14; H 0.09; O -0.21; H 0.09; F 0.07; C -0.02; H 0.06; Se 0.63; C -0.48; C -0.23; C -0.04; H 0.08; H 0.10; H 0.10; C -0.15; C -0.23; H 0.11; N -0.12; H 0.09; C -0.05; S 0.63; H 0.13

***

Entry from the Open Molecules 2025 dataset: a structure of composition C6H8O6Yb at a distorted geometry (ωB97M-V/def2-TZVPD).

Energy relative to the best compared isomer or geometry (same formula, charge and spin)   53.0 kcal per mole
Charge   +3
⟨S²⟩   0.756
Spin multiplicity   2
Largest force on an atom   0.119 Eh/bohr
Kohn-Sham gap (spin up / spin down)   6.7 / 6.4 eV
Lowest unoccupied orbital energy (spin up / spin down)   -12.6 / -13.0 eV

Atoms and positions in Å:
O1 -2.79687 -3.90078 0.44714
C1 -1.01719 -0.97661 1.05554
C2 -1.98379 -3.09769 0.96746
H1 0.87141 3.20482 0.17854
H2 0.54605 1.14445 1.60749
C3 -0.07675 1.34330 0.72414
H3 -1.20428 -0.72460 2.11516
C4 -0.79591 0.18315 0.23867
C5 2.66201 2.02608 -1.51948
O2 1.85282 1.58451 -0.71727
H4 0.01507 -1.42038 1.07182
Yb1 -2.28667 -5.95058 1.88456
H5 2.94417 1.43049 -4.17431
H6 -0.00505 2.41113 -1.20115
O3 -1.17036 -3.47843 1.85093
H7 -0.94979 1.92180 1.13292
O4 -1.96265 -1.84671 0.50882
C6 0.57127 2.26078 -0.28327
O5 2.37541 0.98340 -3.51869
H8 -1.19286 0.18010 -0.78610
O6 3.60394 2.72177 -1.58292

Cartesian forces (eV/Å) of the 6 atoms listed first:
-0.18 -0.09 0.31
-0.41 -0.16 -0.04
0.11 -3.24 0.60
0.03 -0.11 -0.16
-0.11 0.04 -0.13
-0.08 0.09 0.29

Want to see where the charge sits? The Löwdin charges in e are: O -0.06; C -0.12; C -0.77; H 0.17; H 0.18; C -0.09; H 0.20; C 0.22; C -0.17; O 0.16; H 0.22; Yb 1.83; H 0.08; H 0.17; O -0.07; H 0.22; O 0.08; C 0.02; O 0.10; H 0.19; O 0.41

***

Entry from the Open Molecules 2025 dataset: a structure of composition C22H25BF4MgN5S (ωB97M-V/def2-TZVPD).

Energy relative to the best compared isomer or geometry (same formula, charge and spin)   5.9 kcal per mole
Charge   -1
Largest force on an atom   0.009 Eh/bohr
Kohn-Sham gap   7.5 eV
Lowest unoccupied orbital energy   2.7 eV

Atoms and positions in Å:
C1 -2.97302 3.52895 3.13000
C2 -2.07465 2.09867 -3.78213
N1 1.70450 -1.16273 0.36567
C3 2.74812 -3.38388 0.56265
H1 1.53108 -3.74081 5.42821
F1 -1.75623 -2.25856 2.55273
H2 4.23515 -1.80891 -4.26260
H3 -2.18021 3.84142 -2.51986
H4 -1.24867 -0.93727 -2.52689
C4 -0.74235 2.74916 2.67375
H5 1.94818 -1.57645 -3.34177
F2 -1.05319 -1.40953 0.52223
H6 2.17540 -0.38215 -4.61717
C5 1.36169 -2.95933 4.69778
C6 0.47250 -0.84754 4.07095
C7 1.95290 0.17568 -1.36467
H7 2.92810 -3.27010 -0.50293
H8 2.22278 1.33332 -2.97528
H9 0.32793 2.94369 2.73594
N2 2.11394 0.37296 -2.70105
C8 -2.46890 2.80209 -5.05030
H10 2.14603 -4.27912 0.73058
N3 2.04351 -1.07344 -0.94336
C9 -1.59905 3.71120 3.20335
B1 -1.61503 -2.58389 1.20547
S1 1.66974 1.58134 -0.39531
H11 -2.31586 3.87796 -4.96764
H12 0.31261 -1.64990 6.05334
C10 -1.19204 1.57254 2.05295
C11 1.80537 -3.11952 3.39512
N4 0.91031 -0.98863 2.82839
C12 -1.80054 0.73607 -3.76778
H13 -3.01603 0.54150 1.55052
H14 4.56895 -0.10109 -3.93690
C13 -3.46651 2.37745 2.52980
H15 -3.65020 4.27324 3.53483
H16 -0.08532 0.06139 4.26781
H17 -3.52490 2.63130 -5.27176
C14 -1.63633 2.08195 -1.42442
C15 1.56252 -2.10644 2.47446
C16 -2.58958 1.42921 2.01213
C17 2.01476 -2.18247 1.06589
C18 3.99764 -0.97009 -3.60423
N5 -1.38388 0.77700 -1.41514
C19 2.50055 -0.67873 -3.61677
H18 -1.84412 0.15110 -4.67917
C20 -1.98799 2.77648 -2.57273
H19 -1.19567 4.60579 3.66833
H20 2.31346 -4.02212 3.08899
H21 3.70465 -3.51055 1.07647
F3 -0.69626 -3.62503 1.04264
C21 -1.46653 0.12540 -2.56776
H22 4.31074 -1.22376 -2.59166
Mg1 0.09473 0.12795 1.11853
H23 -1.89167 2.43506 -5.89986
H24 -1.54243 2.58919 -0.47033
C22 0.68765 -1.80371 5.05145
H25 -4.53863 2.21897 2.46645
F4 -2.82968 -2.87229 0.61207

Cartesian forces (eV/Å) of the 6 atoms listed first:
0.00 0.01 0.01
0.01 -0.03 0.03
-0.11 0.02 0.04
-0.01 0.03 -0.01
0.00 0.00 0.00
-0.01 0.01 -0.01

Want to see where the charge sits? The Löwdin charges in e are: C -0.14; C -0.29; N -0.05; C -0.02; H 0.10; F 0.13; H 0.06; H 0.11; H 0.11; C -0.17; H 0.10; F 0.02; H 0.11; C -0.06; C -0.10; C -0.84; H 0.06; H 0.10; H 0.08; N -0.04; C -0.06; H 0.08; N 0.02; C -0.14; B -1.23; S 0.57; H 0.07; H 0.10; C -0.21; C 0.00; N 0.08; C -0.04; H 0.09; H 0.06; C -0.12; H 0.08; H 0.12; H 0.08; C -0.14; C -0.21; C -0.15; C -0.27; C -0.10; N 0.07; C -0.27; H 0.10; C -0.03; H 0.08; H 0.11; H 0.08; F 0.12; C -0.13; H 0.06; Mg 0.50; H 0.07; H 0.10; C -0.05; H 0.09; F 0.14